(1)
The following is a quantum chemistry calculation of a structure of composition C25H22F5FeNS3Se, from the OMol25 dataset.

As for the expectation value of S²: 6.0170. The frontier orbital gap (spin up / spin down) is 8.16 / 7.96 eV. As for the multiplicity: 5.

Last column: Mulliken charge in e.
Atoms and positions in Å:
Fe: -0.63 0.15 -0.47  0.05
C: 0.97 1.24 2.57  0.96
C: -0.33 0.69 3.06  -0.86
S: -1.58 0.21 1.83  0.02
C: -2.69 1.65 1.60  -0.15
C: -2.05 2.93 1.14  -0.77
S: -1.16 2.75 -0.43  0.04
C: 0.29 3.80 -0.18  -0.98
C: 1.45 3.28 0.66  0.23
S: 1.15 3.04 2.42  -0.21
H: 1.27 0.79 1.60  -1.07
H: 1.74 0.91 3.25  0.53
H: -0.82 1.35 3.78  0.37
H: -0.10 -0.24 3.54  0.47
H: -3.22 1.75 2.52  0.63
H: -3.42 1.29 0.85  -0.43
H: -1.35 3.28 1.90  0.33
H: -2.79 3.73 1.01  0.54
H: -0.07 4.72 0.25  0.38
H: 0.63 4.04 -1.17  0.47
H: 2.30 3.92 0.56  0.56
H: 1.77 2.30 0.27  -0.63
N: 1.28 0.11 -0.37  -0.69
C: 2.08 -0.83 -0.63  0.51
C: 1.62 -2.25 -0.88  0.20
C: 0.74 -2.57 -1.91  -0.33
C: 0.28 -3.87 -2.09  -0.88
C: 0.71 -4.87 -1.20  -0.32
C: 1.62 -4.59 -0.19  -0.74
C: 2.08 -3.27 -0.01  -0.33
C: 3.58 -0.65 -0.61  0.30
C: 4.49 -1.49 -1.28  -0.27
C: 5.86 -1.20 -1.35  -0.85
C: 6.38 -0.09 -0.71  -0.32
C: 5.52 0.76 -0.03  -0.82
C: 4.14 0.46 0.04  0.06
H: 0.51 -1.80 -2.65  0.70
H: -0.45 -4.05 -2.87  0.42
H: 0.36 -5.90 -1.35  0.36
H: 1.91 -5.37 0.52  0.35
H: 2.85 -3.05 0.70  0.52
H: 4.11 -2.34 -1.83  0.40
H: 6.49 -1.85 -1.95  0.37
H: 7.43 0.13 -0.76  0.41
H: 5.96 1.59 0.50  0.39
H: 3.50 1.13 0.59  0.45
F: -7.95 0.54 0.01  -0.30
C: -6.68 0.22 -0.37  0.41
C: -6.19 -1.06 -0.16  0.24
F: -6.93 -2.00 0.45  -0.29
C: -4.91 -1.36 -0.61  0.66
F: -4.47 -2.62 -0.45  -0.31
C: -4.10 -0.45 -1.23  -0.40
Se: -2.37 -1.00 -1.91  -0.32
C: -4.62 0.82 -1.46  0.19
F: -3.81 1.69 -2.04  -0.35
C: -5.91 1.15 -1.07  0.39
F: -6.45 2.33 -1.39  -0.31

(2)
The following is a quantum chemistry calculation of an isolated molecule of C5H8O2, from the OMol25 dataset.

As for the SMILES: O[C@H]1C[C@]2(CO2)C1. The frontier orbital gap is 11.10 eV.

Last column: Mulliken charge in e.
Atoms and positions in Å:
O: -2.18 0.80 0.94  -0.56
C: -1.22 -0.21 0.76  0.10
C: 0.24 0.18 1.13  -0.88
C: 0.61 0.05 -0.34  0.90
C: 1.87 -0.21 -1.00  -0.56
O: 1.32 1.10 -0.97  -0.52
C: -0.78 -0.46 -0.71  -0.88
H: -1.89 1.57 0.45  0.35
H: -1.60 -1.09 1.28  0.40
H: 0.33 1.22 1.48  0.28
H: 0.76 -0.47 1.84  0.29
H: 2.73 -0.42 -0.37  0.24
H: 1.89 -0.64 -2.00  0.25
H: -1.33 0.09 -1.48  0.32
H: -0.75 -1.52 -0.98  0.27

(3)
The following is a quantum chemistry calculation of an isolated molecule of C13H15N3O, from the OMol25 dataset.

As for the SMILES: CCCCN1N=N[C@@H]2C(=O)c3ccccc3[C@@H]21. The frontier orbital gap is 8.71 eV.

Last column: Mulliken charge in e.
Atoms and positions in Å:
C: -2.42 0.19 -2.19  -1.21
C: -1.72 0.01 -0.81  -0.42
C: -1.63 1.28 0.08  -0.55
C: -0.51 2.22 -0.29  -1.06
N: 0.77 1.52 -0.44  0.85
N: 1.13 1.14 -1.67  -0.21
N: 2.34 0.71 -1.67  -0.75
C: 2.99 0.80 -0.37  0.19
C: 3.29 -0.49 0.36  0.05
O: 3.94 -1.45 -0.02  -0.61
C: 2.56 -0.44 1.65  0.01
C: 2.56 -1.33 2.71  -0.44
C: 1.75 -1.06 3.84  -0.58
C: 1.04 0.15 3.88  -0.55
C: 1.01 1.03 2.78  -0.41
C: 1.79 0.71 1.69  0.35
C: 1.93 1.53 0.47  -0.36
H: -1.94 1.01 -2.75  0.29
H: -2.31 -0.73 -2.76  0.34
H: -3.48 0.43 -2.07  0.32
H: -0.74 -0.44 -0.96  0.29
H: -2.29 -0.75 -0.22  0.39
H: -2.56 1.84 0.07  0.43
H: -1.43 0.98 1.12  0.25
H: -0.74 2.75 -1.22  0.45
H: -0.41 2.99 0.46  0.37
H: 3.93 1.34 -0.38  0.43
H: 3.18 -2.19 2.63  0.55
H: 1.77 -1.74 4.67  0.38
H: 0.45 0.43 4.75  0.38
H: 0.49 1.96 2.86  0.52
H: 2.20 2.55 0.74  0.32

(4)
The following is a quantum chemistry calculation of a structure of composition C4H12KO4, from the OMol25 dataset.

As for the net charge: +1. The frontier orbital gap is 10.25 eV.

Last column: Mulliken charge in e.
Atoms and positions in Å:
K: -1.45 0.34 0.57  0.98
C: 0.35 2.05 2.41  -0.15
C: 0.34 2.14 0.89  -0.80
O: 0.48 0.87 0.30  -0.46
O: -0.85 1.45 2.80  -0.51
H: 0.42 3.02 2.89  0.42
H: 1.23 1.46 2.67  0.25
H: 1.16 2.82 0.63  0.40
H: -0.64 2.50 0.55  0.37
H: 1.43 0.72 0.27  0.23
H: -0.96 1.66 3.74  0.30
C: 0.01 -2.12 -0.93  -0.46
C: 0.41 -2.03 -2.43  -0.42
O: -0.70 -2.13 -3.31  -0.46
O: -0.68 -1.00 -0.58  -0.61
H: 0.91 -2.31 -0.35  0.37
H: -0.59 -3.02 -0.76  0.26
H: 1.15 -2.81 -2.62  0.36
H: 0.83 -1.06 -2.69  0.25
H: -1.39 -1.59 -2.91  0.27
H: -1.45 -0.93 -1.15  0.41

(5)
The following is a quantum chemistry calculation of a structure of composition C19H30AsIrN4OSSi, from the OMol25 dataset.

As for the net charge: +2. As for the expectation value of S²: 6.0471. The frontier orbital gap (spin up / spin down) is 8.64 / 5.47 eV. As for the multiplicity: 5.

Last column: Mulliken charge in e.
Atoms and positions in Å:
Ir: 0.09 -0.37 -0.22  1.94
C: 3.97 -0.77 -0.15  -1.32
C: 3.36 0.60 -0.22  0.61
C: 4.13 1.77 -0.09  -0.62
C: 3.53 3.01 -0.17  -0.59
C: 2.17 3.11 -0.40  -0.35
C: 1.44 1.91 -0.55  0.65
N: 2.06 0.69 -0.45  -0.11
N: 0.13 1.78 -0.79  -0.25
Si: -0.91 2.94 -1.63  -0.27
C: -2.50 2.04 -2.02  -0.95
C: 0.09 3.43 -3.16  -0.98
C: -1.27 4.48 -0.59  -1.06
H: 4.33 -1.05 -1.14  0.30
H: 3.22 -1.49 0.16  0.14
H: 4.81 -0.78 0.53  0.47
H: 5.20 1.69 0.08  0.48
H: 4.12 3.91 -0.06  0.48
H: 1.66 4.06 -0.44  0.41
H: -2.33 1.05 -2.44  0.25
H: -3.08 2.62 -2.74  0.44
H: -3.12 1.92 -1.13  0.28
H: 0.29 2.57 -3.80  0.32
H: 1.04 3.88 -2.87  0.39
H: -0.47 4.17 -3.74  0.40
H: -1.46 4.23 0.45  0.38
H: -2.17 4.94 -1.00  0.38
H: -0.46 5.21 -0.64  0.37
C: 2.56 -2.80 2.96  -1.06
As: 1.00 -1.69 3.21  0.60
C: 1.34 -0.47 4.66  -1.06
C: -0.48 -2.84 3.67  -1.07
O: 0.66 -0.80 1.84  -1.05
H: 2.73 -3.37 3.88  0.42
H: 3.43 -2.18 2.76  0.30
H: 2.40 -3.49 2.14  0.36
H: 1.64 -1.04 5.54  0.41
H: 0.44 0.09 4.88  0.36
H: 2.14 0.21 4.37  0.35
H: -0.19 -3.47 4.51  0.41
H: -0.73 -3.47 2.82  0.35
H: -1.34 -2.23 3.95  0.35
N: 0.47 -2.85 -2.70  -0.34
C: -0.77 -2.65 -2.25  0.63
N: -1.08 -1.74 -1.35  -0.18
C: -2.46 -1.74 -1.07  0.44
C: -3.10 -0.94 -0.13  -0.77
C: -4.47 -1.04 0.02  -0.98
C: -5.19 -1.95 -0.75  -0.57
C: -4.56 -2.79 -1.66  -0.52
C: -3.19 -2.67 -1.80  0.63
S: -2.11 -3.57 -2.86  -0.24
H: 1.22 -2.29 -2.35  0.08
H: 0.67 -3.55 -3.39  0.24
H: -2.51 -0.24 0.46  0.48
H: -4.98 -0.42 0.73  0.44
H: -6.27 -2.02 -0.63  0.42
H: -5.13 -3.51 -2.24  0.43

In order of appearance, maximum force = 1.6 0.4 3.7 10.3 1.4 eV/Å.
In order of appearance, M = 662.45 100.12 229.28 163.23 657.77 g/mol.